# 1
One molecule with the formula C4H9NO. Source: the Open Molecules 2025 dataset; level of theory: the ωB97M-V functional and the def2-TZVPD basis.

The geometry in XYZ format:
```
15
Properties=species:S:1:pos:R:3:forces:R:3:mulliken_charge:R:1
C -0.526 -1.957 -1.213 -0.022 0.056 -0.056 -1.084
C 0.563 -1.214 -0.420 0.076 0.096 -0.006 -0.237
C -0.011 0.009 0.304 -0.469 -0.158 0.334 0.463
O -1.030 -0.189 0.956 0.216 0.084 -0.197 -0.633
N 0.574 1.256 0.339 -0.065 -0.243 0.001 -0.231
C -0.089 2.272 1.149 -0.076 0.118 0.080 -0.805
H -0.889 -1.350 -2.048 0.029 -0.041 0.074 0.308
H -0.135 -2.893 -1.629 0.014 0.214 0.106 0.327
H -1.381 -2.201 -0.576 0.230 0.136 -0.065 0.282
H 0.874 -1.875 0.401 0.132 0.199 -0.176 0.230
H 1.437 -1.027 -1.053 -0.098 0.210 0.147 0.289
H 1.318 1.571 -0.271 -0.197 -0.582 0.074 0.230
H -0.770 2.886 0.550 0.087 -0.047 0.070 0.273
H -0.682 1.755 1.904 0.070 0.107 -0.121 0.289
H 0.626 2.922 1.663 0.072 -0.148 -0.265 0.298
```
Positions in Å, forces in eV/Å.

Properties
- Energy above the lowest of the compared OMol25 structures with the same formula, charge and spin: 11.6 kcal per mole
- SMILES string: CCC(=O)NC

# 2
A 2-piece molecular cluster, C3H6NPS overall. Source: the Open Molecules 2025 dataset; level of theory: the ωB97M-V functional and the def2-TZVPD basis.

The geometry in XYZ format:
```
12
Properties=species:S:1:pos:R:3:forces:R:3:mulliken_charge:R:1
C -2.360 -1.768 -0.456 0.057 1.113 0.604 0.075
C -0.002 1.520 -0.192 3.701 -0.069 0.519 -0.921
C 0.350 0.654 0.983 -0.344 -0.169 2.315 0.026
N -2.358 -0.696 -0.041 -0.116 -0.635 -0.325 -0.381
P 2.184 -0.793 -0.840 -0.961 0.106 0.358 -0.148
S 1.254 -0.750 1.081 0.499 1.661 -1.886 -0.113
H 0.937 1.629 -0.845 -1.181 -0.905 0.343 0.322
H -0.786 0.992 -0.654 -1.090 0.004 -1.196 0.254
H -0.122 2.570 0.029 -1.046 0.074 0.624 0.318
H -0.044 0.842 2.024 -0.036 0.069 -1.438 0.295
H -2.343 -2.770 -0.776 0.000 -0.560 -0.290 0.294
H 3.290 -1.430 -0.314 0.517 -0.689 0.372 -0.021
```
Positions in Å, forces in eV/Å.

Properties
- Energy above the lowest of the compared OMol25 structures with the same formula, charge and spin: 65.1 kcal per mole

# 3
One molecule with the formula C5H5N. Source: the Open Molecules 2025 dataset; level of theory: the ωB97M-V functional and the def2-TZVPD basis.

The geometry in XYZ format:
```
11
Properties=species:S:1:pos:R:3:forces:R:3:mulliken_charge:R:1
C 0.248 1.143 -0.335 1.029 -2.615 -2.465 -0.845
C -0.166 -0.224 0.141 -0.993 -2.405 2.765 0.175
C -1.026 -0.977 0.810 1.238 1.611 -1.473 -0.365
C 0.258 -1.750 0.736 -1.332 0.945 -3.340 -0.475
C 0.974 -1.815 1.939 1.415 0.410 1.972 0.429
N 1.496 -1.679 2.965 -0.373 -0.409 -0.883 -0.444
H 0.197 1.008 -1.502 -0.647 1.182 2.018 0.263
H 1.327 1.254 -0.250 0.065 0.061 0.558 0.295
H -0.264 1.921 0.204 -0.437 0.344 -0.471 0.286
H -1.982 -1.005 1.304 -0.052 -0.143 -0.027 0.354
H 0.355 -2.563 -0.052 0.087 1.019 1.345 0.326
```
Positions in Å, forces in eV/Å.

Properties
- Energy above the lowest of the compared OMol25 structures with the same formula, charge and spin: 76.8 kcal per mole
- SMILES string: CC1=C[C@@H]1C#N

# 4
A 2-piece molecular cluster, C2H2ClOP overall. Source: the Open Molecules 2025 dataset; level of theory: the ωB97M-V functional and the def2-TZVPD basis.

The geometry in XYZ format:
```
7
Properties=species:S:1:pos:R:3:forces:R:3:mulliken_charge:R:1
C 1.040 0.953 -0.873 1.493 1.122 0.114 0.936
C -0.079 0.439 -0.351 0.601 0.055 -0.893 -1.205
O 2.066 1.450 -1.218 -2.986 -1.609 0.799 -0.369
P 0.938 -0.173 2.469 -1.375 0.977 0.253 0.126
Cl 2.518 -1.297 2.405 1.416 -1.007 -0.108 -0.128
H -0.497 -0.503 -0.694 0.475 0.118 -0.103 0.273
H -0.748 1.018 0.270 0.378 0.344 -0.061 0.367
```
Positions in Å, forces in eV/Å.

Properties
- Energy above the lowest of the compared OMol25 structures with the same formula, charge and spin: 36.9 kcal per mole

# 5
C16H28F9KN4OS2 as an isolated structure. Source: the Open Molecules 2025 dataset; level of theory: the ωB97M-V functional and the def2-TZVPD basis.

The geometry in XYZ format:
```
61
Properties=species:S:1:pos:R:3:forces:R:3:mulliken_charge:R:1
K 0.432 0.160 0.118 0.059 -0.035 0.285 0.926
C 2.798 -2.445 -0.385 -0.010 0.170 -0.033 -0.939
C 2.807 -2.820 1.097 -0.037 -0.002 0.022 -0.848
N 1.954 -1.940 1.904 0.077 -0.090 0.051 0.110
C 1.059 -2.646 2.820 0.004 0.092 -0.019 -0.891
C -0.005 -3.497 2.132 0.016 -0.043 0.007 -0.668
S -1.111 -2.573 1.035 -0.050 0.037 -0.098 -0.094
C -0.807 -3.280 -0.617 0.027 0.058 0.004 -0.300
C 0.650 -3.480 -1.031 0.046 0.028 -0.001 -1.136
N 1.451 -2.280 -0.888 -0.094 0.002 -0.125 0.363
H 3.396 -3.183 -0.943 -0.009 -0.040 0.032 0.364
H 3.307 -1.484 -0.507 -0.003 -0.009 -0.002 0.368
H 3.842 -2.820 1.455 0.002 0.006 -0.012 0.440
H 2.458 -3.849 1.211 0.024 -0.017 -0.004 0.278
H 2.534 -1.320 2.454 -0.014 0.015 -0.012 0.255
H 0.556 -1.891 3.429 0.007 -0.009 0.009 0.323
H 1.608 -3.306 3.509 -0.013 -0.025 -0.010 0.345
H -0.612 -3.967 2.906 -0.012 0.026 0.003 0.544
H 0.437 -4.313 1.563 0.011 0.007 -0.013 0.295
H -1.268 -2.548 -1.282 -0.024 -0.040 -0.005 -0.125
H -1.359 -4.215 -0.727 0.024 -0.020 0.026 0.556
H 0.642 -3.850 -2.065 -0.017 -0.005 0.003 0.440
H 1.100 -4.280 -0.439 -0.024 0.001 0.017 0.436
H 1.414 -1.692 -1.715 -0.023 -0.003 -0.060 0.054
C -0.124 3.535 0.152 0.112 -0.068 -0.002 -0.779
C -1.609 3.232 0.318 -0.025 -0.031 -0.015 -0.940
N -1.876 1.799 0.407 -0.072 -0.020 0.014 0.233
C -2.789 1.382 1.462 0.036 -0.007 -0.053 -0.966
C -2.257 1.610 2.878 -0.013 -0.029 -0.024 -0.773
S -0.647 0.827 3.201 -0.058 0.034 0.001 -0.019
C 0.425 2.241 3.576 0.096 0.006 -0.009 -0.738
C 0.444 3.373 2.554 -0.011 0.019 -0.058 -0.814
N 0.721 2.923 1.192 -0.076 0.146 -0.063 0.061
H 0.004 4.626 0.095 -0.027 0.004 0.030 0.355
H 0.206 3.124 -0.805 -0.004 0.027 -0.012 0.186
H -2.131 3.685 -0.531 0.017 0.002 -0.002 0.458
H -2.009 3.729 1.204 0.019 0.011 0.005 0.466
H -2.209 1.456 -0.485 0.015 -0.019 -0.020 0.010
H -2.966 0.312 1.328 -0.024 0.003 0.004 0.415
H -3.768 1.883 1.399 0.000 -0.004 0.029 0.359
H -2.980 1.200 3.583 0.017 -0.012 0.004 0.549
H -2.173 2.671 3.109 0.025 0.002 -0.008 0.325
H 1.421 1.795 3.646 -0.014 -0.012 0.008 0.321
H 0.188 2.642 4.563 -0.037 0.002 -0.012 0.423
H 1.175 4.117 2.891 0.010 -0.025 0.019 0.429
H -0.516 3.889 2.573 -0.002 -0.003 0.020 0.232
H 1.684 3.128 0.960 0.009 -0.052 0.013 0.257
F -2.042 -0.216 -2.229 -0.008 0.016 -0.004 -0.157
C -1.464 -0.295 -3.448 -0.068 -0.012 -0.082 0.247
F -2.389 0.087 -4.341 0.019 -0.018 0.026 -0.311
F -1.219 -1.601 -3.657 0.008 0.000 0.007 -0.280
C -0.133 0.533 -3.475 0.061 0.023 0.196 1.279
O 0.537 0.359 -2.352 0.058 -0.058 -0.009 -1.044
C 0.700 0.073 -4.717 -0.014 0.015 -0.079 0.460
F 1.333 -1.077 -4.457 0.007 -0.030 0.014 -0.227
F 1.641 0.980 -5.022 -0.022 -0.019 0.014 -0.281
F -0.041 -0.123 -5.824 0.023 0.011 0.009 -0.288
C -0.510 2.042 -3.672 -0.041 0.002 -0.059 0.308
F -1.526 2.383 -2.842 0.006 -0.010 0.019 -0.278
F 0.516 2.835 -3.356 0.012 0.010 -0.012 -0.274
F -0.900 2.364 -4.915 -0.002 -0.008 0.022 -0.299
```
Positions in Å, forces in eV/Å.

Properties
- Energy above the lowest of the compared OMol25 structures with the same formula, charge and spin: 0.0 kcal per mole

# 6
A 2-piece molecular cluster, C2H9NSi overall. Source: the Open Molecules 2025 dataset; level of theory: the ωB97M-V functional and the def2-TZVPD basis.

The geometry in XYZ format:
```
13
Properties=species:S:1:pos:R:3:forces:R:3:mulliken_charge:R:1
C -2.103 0.321 -0.087 -6.106 -0.952 1.949 -0.775
C 2.271 0.272 -0.094 -1.957 -0.202 1.972 -0.965
N -0.763 0.305 -0.334 1.924 0.841 -1.353 -0.029
Si 0.505 -0.330 0.584 1.347 -2.723 -2.385 -0.016
H -2.647 1.335 -0.211 1.044 -1.318 0.011 0.258
H -2.755 -0.455 -0.717 1.433 1.451 1.002 0.259
H -2.369 0.009 1.004 0.637 0.543 -1.694 0.223
H 2.762 -0.616 -0.398 0.808 -0.923 0.357 0.314
H 2.304 0.878 -0.957 -0.710 0.957 -0.969 0.363
H 2.733 0.840 0.715 0.437 -0.357 -0.066 0.269
H -0.658 0.482 -1.333 0.891 -0.110 0.496 0.281
H 0.579 -2.552 -0.194 0.003 2.421 1.077 -0.113
H 0.141 -0.488 2.023 0.251 0.372 -0.396 -0.069
```
Positions in Å, forces in eV/Å.

Properties
- Energy above the lowest of the compared OMol25 structures with the same formula, charge and spin: 80.2 kcal per mole